# 1
# C15H18N2O5

The molecule C15H18N2O5 (ωB97M-V/def2-TZVPD, the OMol25 dataset).

Positions of all 40 atoms, in Å:
O -0.2905 -2.4640 -2.0962
O -1.7516 0.4277 2.7265
O 3.6431 0.3710 -0.8925
O 2.4311 -1.4350 -0.0484
O -2.1322 -2.9643 -0.0252
N 0.2201 -0.5211 -0.9413
N 0.2262 2.4559 0.1625
C 2.7030 -0.6300 -1.1599
C -1.4366 4.0755 -0.3690
C -1.2358 -0.8544 0.8372
C -0.4082 -1.6902 -1.1628
C -1.3574 -1.8812 -0.0318
C -1.9479 -0.5849 2.0870
C -0.6872 1.4996 0.0729
C -2.9308 -1.6453 2.5051
C 1.3491 -0.0676 -1.6984
C -2.0092 1.7603 -0.2665
C -2.3884 3.0743 -0.4829
C -0.1861 0.0909 0.3110
C 3.4905 -2.3005 0.3004
C -0.1394 3.7078 -0.0509
C 3.3703 1.1992 0.2302
H 4.2128 1.8845 0.2894
H -1.6935 5.1114 -0.5239
H -3.4112 3.3130 -0.7357
H 4.4142 -1.7446 0.4858
H 1.3815 1.0233 -1.6779
H 2.4406 1.7630 0.1133
H -2.7215 0.9544 -0.3482
H 3.1860 -1.2284 -1.9502
H 3.3163 0.6076 1.1485
H 3.1776 -2.8119 1.2082
H -3.4121 -1.3581 3.4357
H -3.6778 -1.7843 1.7270
H -1.9079 -3.4712 -0.8292
H -2.4131 -2.5932 2.6315
H 0.6495 4.4431 0.0402
H 1.2105 -0.4073 -2.7265
H 0.6693 0.1475 0.9942
H 3.6676 -3.0319 -0.4956

* LUMO: 0.1 eV
* energy: -1068.097919 hartree
* spin multiplicity: 1
* SMILES: COC(CN1C(=O)C(O)=C(C(C)=O)[C@@H]1c1ccccn1)OC
* relative energy (zero: lowest compared OMol25 entry of this formula, charge and spin): 55.4 kcal/mol
* F_max: 0.60 eV Å⁻¹
* frontier orbital gap: 9.4078 eV

***

# 2
# C25H26Cl2N4OPSSn

A structure of composition C25H26Cl2N4OPSSn (ωB97M-V/def2-TZVPD, the OMol25 dataset).

Positions of all 61 atoms, in Å:
Sn 0.2418 -0.4756 0.9312
Cl 2.1894 0.2950 -3.8144
Cl -0.3817 4.9602 -3.6544
S 0.5612 -2.4099 5.7800
P -2.2852 -2.5089 -1.0415
O 0.9923 -0.0609 -1.1432
N 0.3729 -1.3491 3.4761
N 1.9680 0.4187 1.9855
N -0.4153 1.7034 0.2897
N 3.4455 0.6075 3.6187
C -0.2378 -2.1565 4.3001
C 0.8476 2.6065 -3.5774
C 5.0114 2.2758 2.5592
C 3.1547 2.0760 0.4146
C 0.7395 1.0510 -1.6883
C -0.8660 -3.2503 -1.8888
C -1.1810 4.1492 -0.7863
C -2.5913 -0.3954 -2.8626
C -3.2834 -3.7824 -0.2337
C 1.5429 -0.9012 4.0294
C 2.3197 0.0221 3.2203
C -1.5368 3.7991 0.4959
C -1.2744 -3.9442 -3.2003
C 4.2624 2.8966 0.3425
C -0.4095 3.2573 -1.5510
C 1.2047 1.3999 -2.9987
C -3.3114 -1.5599 -2.1879
C 2.9639 1.3437 1.5841
C 1.8096 -1.3684 5.2838
C 5.1794 2.9987 1.3974
C -1.1318 2.5638 1.0025
C 0.0503 3.5181 -2.8965
C -0.0533 2.0411 -0.9667
C 3.8921 1.4571 2.6173
C -4.2802 -3.2554 0.7995
H -0.1124 -2.4793 -2.0670
H -2.2791 0.3493 -2.1266
H -2.1191 4.4662 1.1152
H 1.1954 2.8442 -4.5740
H -0.3856 -4.3971 -3.6375
H -1.7143 -0.7283 -3.4196
H -4.1963 -1.2263 -1.6427
H -4.9730 -2.5334 0.3687
H 2.4804 2.0089 -0.4216
H -3.2646 0.0924 -3.5649
H 2.6505 -1.1671 5.9281
H -2.5981 -4.5146 0.1969
H -1.1812 -2.6340 4.0812
H -1.3947 2.2715 2.0121
H -2.0000 -4.7391 -3.0323
H 6.0358 3.6499 1.2940
H 5.7163 2.3423 3.3764
H 4.4358 3.4750 -0.5545
H -3.7717 -2.7882 1.6423
H -3.8089 -4.2753 -1.0629
H -4.8719 -4.0845 1.1819
H -1.6797 -3.2412 -3.9264
H -0.4361 -3.9681 -1.1859
H -1.4871 5.0990 -1.2042
H -3.6505 -2.3041 -2.9199
H 3.8998 0.4588 4.5073

* LUMO (alpha / beta): -10.7 / -11.0 eV
* energy: -3135.864808 hartree
* spin multiplicity: 1
* total charge: +3
* relative energy (zero: lowest compared OMol25 entry of this formula, charge and spin): 17.3 kcal/mol
* F_max: 0.48 eV Å⁻¹
* frontier orbital gap (alpha / beta): 5.6355 / 5.3413 eV

***

# 3
# CH3Cl3Si

The molecule CH3Cl3Si at a distorted geometry (ωB97M-V/def2-TZVPD, the OMol25 dataset).

Positions of all 8 atoms, in Å:
Cl -2.5906 -0.6021 -0.2531
Cl 1.9789 1.0921 -0.1223
Cl 1.3319 -1.7323 0.3133
Si -0.9396 0.3264 0.4378
C 0.7459 -0.2100 -0.4704
H -0.5818 -0.3130 1.7288
H 1.0125 -0.3006 -1.5781
H -0.9573 1.7395 -0.0560

* LUMO: 0.6 eV
* energy: -1709.986710 hartree
* spin multiplicity: 1
* SMILES: Cl[SiH2]C(Cl)Cl
* relative energy (zero: lowest compared OMol25 entry of this formula, charge and spin): 101.1 kcal/mol
* F_max: 2.54 eV Å⁻¹
* frontier orbital gap: 11.0923 eV

***

# 4
# C41H114N6O13

A cluster of 13 separate species, C41H114N6O13 in total at a distorted geometry (ωB97M-V/def2-TZVPD, the OMol25 dataset).

Positions of all 174 atoms, in Å:
O -3.3039 -4.2639 -0.7708
O -2.2524 5.6026 4.1551
O -3.2611 5.6695 -2.8621
O 2.1024 -0.5402 4.0981
O 1.1722 3.4547 -1.0357
O -4.9426 -1.2134 3.3870
O 6.3940 2.1108 2.8491
O 5.4483 -3.5529 -1.8172
O -4.6871 0.2476 -6.3134
O -0.5796 -4.9400 -0.4231
O -1.6172 0.5132 -0.5935
O -5.4163 -0.8797 -1.7945
O -4.5207 0.1579 0.4427
N 1.4419 -5.9978 -2.2301
N -3.9785 -2.0442 -7.7347
N 6.4285 -1.6563 0.3859
N 3.5050 1.4186 -1.7447
N 9.0116 2.3578 2.9028
N 0.6372 -1.3026 1.8699
C -5.1502 1.2799 0.9938
C 5.0317 1.7676 2.6636
C 8.3597 1.0476 3.1284
C -2.8319 5.0915 -1.6791
C 1.8392 3.2728 -2.2186
C -1.5641 -1.6773 -7.2239
C -2.2235 4.4720 3.3519
C -0.7521 -4.9302 0.9485
C 7.0319 1.2374 3.7657
C 1.0907 -4.6134 -2.1660
C -4.5024 2.5697 0.4189
C 4.0685 -1.3090 0.8455
C 5.0468 -2.1261 0.0995
C -0.9522 3.7070 3.7572
C -3.3680 0.0070 -6.6998
C -6.6782 1.2171 0.7550
C -2.1809 0.0822 -1.8029
C -4.0429 -2.2187 3.6813
C -2.2124 6.0348 -0.7412
C 0.6880 -1.3680 5.6675
C 1.6558 4.6182 -0.3171
C -3.4208 3.5543 3.6571
C -3.0801 -4.1144 -2.1587
C 4.7511 -2.3054 -1.4010
C 1.7821 0.8981 5.9575
C 0.1709 -4.4565 -3.3527
C -5.0206 0.1877 -4.8989
C 1.1540 -0.1307 5.0097
C -2.6547 -1.8654 3.2373
C -2.0724 3.7631 -1.9497
C 5.2459 -3.8756 -3.1756
C -0.0213 -0.1216 1.3353
C 9.1882 0.2516 4.1203
C 0.5441 -4.1816 -0.7539
C -4.7163 -3.4816 2.9472
C 4.0292 2.7461 -3.5975
C 1.0277 0.9991 1.0966
C -0.6979 -0.4826 -0.0735
C -3.0624 -1.5136 -6.7934
C 3.3335 2.8069 -2.1809
C -6.0695 -2.0321 -1.2645
H -5.0040 3.4235 0.8745
H 4.1849 -3.9708 -3.4064
H 4.2620 -1.3105 1.9182
H 5.8214 -4.7722 -3.4060
H -1.2176 -1.4405 -0.0556
H 1.1072 1.3152 6.7049
H 0.6431 -6.5418 -1.9365
H -4.9444 -0.4526 -1.0758
H 2.2969 1.6382 5.3448
H 3.0143 -1.5297 0.6779
H 5.0055 2.2612 -3.6021
H 7.1903 1.7271 4.7265
H 4.8164 0.6997 2.6285
H -4.8618 -1.5968 -7.5351
H -2.8362 6.9151 -0.5862
H -3.7772 4.8827 -1.1782
H 1.7919 1.0497 1.8722
H -1.3120 -2.7306 -7.1010
H 2.6138 0.5060 6.5429
H 0.5410 -4.5406 -4.3745
H -2.4536 -4.2725 -0.3253
H -4.7104 -3.1415 1.9116
H 8.2043 0.5500 2.1711
H -0.7637 0.1374 2.0903
H 3.4517 2.1921 -4.3375
H 3.6700 -2.2318 -1.5191
H 0.1025 -5.4897 1.3290
H 4.4623 1.3515 -1.4297
H -4.7720 -0.7821 2.5465
H 1.8149 5.4944 -0.9456
H 4.9030 -3.1195 0.5244
H -6.7409 -1.7861 -0.4419
H 0.0679 -0.4401 -0.8480
H -2.7428 0.9232 -2.2091
H -7.1807 0.4268 1.3127
H 2.9299 -0.7733 4.5253
H -2.1638 5.2753 5.0533
H -2.6109 -1.6876 2.1627
H 2.0182 -6.2692 -1.4463
H -0.0980 4.3712 3.6255
H 5.0910 -1.4623 -2.0024
H 1.3172 2.5861 -2.8850
H -3.6339 -1.7558 -8.6392
H -0.7296 -5.0706 -3.3636
H 1.9925 -4.0416 -2.3852
H -1.5981 -5.5515 1.2421
H 9.5554 0.8107 4.9810
H -7.0540 2.2090 1.0059
H -5.7647 -3.6484 3.1944
H 4.5055 2.3197 1.8849
H -1.0274 -1.1079 -6.4651
H -0.2807 -3.4677 -3.2721
H 10.1501 -0.0133 3.6813
H -1.9739 -2.6875 3.4580
H -6.8671 0.9858 -0.2933
H -1.1097 3.9821 -2.4116
H -5.0826 -0.8564 -4.5923
H -5.0819 1.2535 2.0814
H -0.9023 3.4173 4.8068
H -2.6865 3.1091 -2.5688
H 1.4743 0.8853 0.1088
H -0.0196 -1.0591 6.4370
H 9.2320 2.7869 3.7901
H 0.6062 2.0036 1.0605
H 1.6988 4.2347 -2.7118
H 4.2866 3.7563 -3.9158
H -3.4227 2.6272 0.5571
H -1.5130 -0.2464 -2.5991
H -4.3948 3.9466 3.3649
H 5.6676 -3.2715 -3.9789
H 9.9830 2.1720 2.6980
H 6.6516 0.2215 3.8728
H -3.3428 2.6764 3.0157
H 0.9619 -0.9446 2.7567
H -3.7700 5.0521 -3.3927
H -2.5749 0.5283 -6.1638
H -1.8091 3.2132 -1.0461
H 0.2578 -3.1299 -0.7497
H -5.3361 -2.7175 -0.8397
H 0.9406 4.9511 0.4351
H -6.6678 -2.5980 -1.9786
H -3.4065 0.3588 -7.7308
H -2.9643 -5.0446 -2.7149
H -3.3815 3.1236 4.6577
H 1.3052 -4.3095 0.0159
H 0.3473 0.3410 4.4486
H 6.4153 -0.7177 0.0131
H 2.8179 1.1815 -1.0434
H -4.1374 -2.3621 4.7577
H -2.0812 5.4997 0.1993
H -3.2319 -1.9361 -5.8030
H 7.1784 -2.1464 -0.0805
H -2.3522 -0.9724 3.7842
H -0.8031 2.7256 3.3070
H -2.1588 4.7772 2.3075
H -2.0600 -3.7491 -2.2775
H -1.2896 -1.3555 -8.2284
H -2.9701 -0.6481 -1.6239
H -5.9336 0.7001 -4.5954
H -4.6139 2.6851 -0.6592
H -3.7138 -3.2935 -2.4943
H -1.2498 6.4470 -1.0437
H 1.4879 -1.4055 1.3353
H -4.2553 0.6268 -4.2589
H 1.4516 -2.0174 6.0956
H -1.1097 -3.9830 1.3523
H 4.2533 -0.3241 0.4166
H -4.0167 -4.3145 3.0178
H -0.0285 -1.9404 5.0784
H 8.6558 -0.6590 4.3948
H -3.5969 0.3807 0.3063
H 4.4132 2.1783 3.4617
H 2.5161 4.3602 0.3005
H 3.7146 3.4843 -1.4168

* LUMO (alpha / beta): -2.6 / -8.3 eV
* expectation value of S²: 0.755
* energy: -2936.500786 hartree
* spin multiplicity: 2
* total charge: +1
* F_max: 3.45 eV Å⁻¹
* frontier orbital gap (alpha / beta): 7.8372 / 2.0924 eV

***

# 5
# C4H14N2O

A cluster of 2 separate species, C4H14N2O in total at a distorted geometry (ωB97M-V/def2-TZVPD, the OMol25 dataset).

Positions of all 21 atoms, in Å:
O 0.8124 1.7233 3.3554
N -0.5096 -0.1104 -0.1249
N -2.1679 0.8109 1.3595
C -0.0057 -1.3524 -0.6389
C -1.1420 -0.1942 1.2017
C 0.6618 -1.2351 -2.0144
C 1.3831 0.0797 -2.3503
H 1.4177 -1.9672 -2.0783
H 2.2696 -0.0919 -2.9702
H 0.7744 0.7866 -2.9081
H -0.3513 -0.0235 1.8962
H -0.8178 -2.0716 -0.7686
H 0.0506 1.3479 3.8110
H -1.5280 -1.2028 1.3279
H -1.7543 1.7325 1.4858
H 0.7187 -1.8141 0.0561
H -2.5562 0.9503 0.4411
H 0.9415 2.6810 3.4137
H -0.1087 -1.3242 -2.7756
H 1.8521 0.5604 -1.4913
H 0.0594 0.7147 -0.2277

* LUMO (alpha / beta): 3.5 / 3.4 eV
* expectation value of S²: 0.750
* energy: -345.474273 hartree
* spin multiplicity: 2
* total charge: -1
* relative energy (zero: lowest compared OMol25 entry of this formula, charge and spin): 17.3 kcal/mol
* F_max: 1.87 eV Å⁻¹
* frontier orbital gap (alpha / beta): 2.3719 / 8.6266 eV